# 1
The following is a DFT calculation (wB97M-V/def2-TZVPD) of C31H46ClN5O6PRe as an isolated structure.

XYZ file:
```
91
Properties=species:S:1:pos:R:3:mulliken_charge:R:1
Re -0.36213 0.50208 -1.50656 0.156
O 4.29059 4.15602 -1.43065 -0.598
C 4.73143 2.92212 -1.31448 0.461
O 5.90365 2.65718 -1.18263 -0.637
C 3.70485 1.83791 -1.38577 0.111
C 3.96128 0.48196 -1.33128 -0.155
Cl 5.42089 -0.33749 -1.04038 -0.151
N 2.78740 -0.18750 -1.45181 0.675
N 1.77930 0.69167 -1.56211 -0.307
C 2.30047 1.90118 -1.51520 0.228
C 1.30796 3.03172 -1.50076 0.796
O 1.74027 4.19591 -1.53520 -0.936
O 0.10161 2.67334 -1.42152 -0.460
C 2.54528 -1.59944 -1.46420 -0.439
C 3.28504 -2.42595 -2.29436 -0.061
C 3.06108 -3.79385 -2.25388 -0.791
C 2.09586 -4.32013 -1.40479 -0.826
C 1.33874 -3.47393 -0.60812 -1.148
C 1.56139 -2.10611 -0.63411 1.068
H 3.27617 4.20303 -1.52621 0.425
H 4.02108 -2.00817 -2.96647 0.509
H 3.63588 -4.44523 -2.89954 0.370
H 1.91745 -5.38787 -1.38445 0.379
H 0.55578 -3.86722 0.02805 0.350
H 0.96357 -1.42832 -0.03634 0.353
O -2.80766 -1.71866 -1.13952 -0.625
C -3.23673 -0.60078 -1.36804 0.170
C -4.72093 -0.29900 -1.54048 -0.699
C -4.77425 1.21038 -1.70469 -0.722
C -3.30791 1.63138 -1.74249 0.268
O -2.93615 2.76590 -1.94644 -0.657
N -2.49444 0.54405 -1.50084 0.395
H -5.26034 -0.68441 -0.67510 0.301
H -5.07566 -0.84368 -2.41660 0.328
H -5.25029 1.72383 -0.86818 0.234
H -5.26016 1.55075 -2.61815 0.336
C 0.69384 -1.30384 -4.92472 -1.475
C -0.51204 -1.52853 -4.00326 1.451
C -1.80531 -1.23370 -4.78464 -1.671
C -0.53797 -2.98027 -3.51992 -1.155
N -0.43644 -0.64852 -2.88661 0.878
H 0.64079 -1.94737 -5.80934 0.421
H 1.61856 -1.52576 -4.38752 0.170
H 0.72414 -0.26146 -5.24917 0.311
H -1.86420 -1.83118 -5.70107 0.462
H -1.84352 -0.17523 -5.04865 0.306
H -2.67158 -1.46357 -4.16015 0.269
H -0.70563 -3.66084 -4.36087 0.486
H -1.33323 -3.10848 -2.78328 0.200
H 0.41325 -3.23879 -3.05181 0.153
C -2.85342 -0.45694 2.45945 -1.823
C -1.38360 -0.80705 2.73422 2.564
C -1.23935 -1.09062 4.23268 -2.079
C -1.09084 -2.08723 1.93416 -1.546
P -0.30848 0.57580 2.02795 -0.638
N -0.24933 0.56517 0.49375 -0.199
C 1.42529 0.40074 2.80344 3.097
C 2.41235 1.16456 1.90121 -2.566
C 1.87191 -1.07024 2.77901 -2.247
C 1.56990 0.88981 4.24899 -2.158
C -1.00361 2.25179 2.58129 2.400
C -1.48722 2.36992 4.03013 -2.047
C 0.07700 3.31499 2.32123 -1.926
C -2.16051 2.62633 1.63745 -1.794
H -3.45868 -1.35331 2.62412 0.625
H -2.99327 -0.14179 1.42830 0.038
H -3.22584 0.32188 3.12449 0.290
H -1.98337 -1.84347 4.51531 0.536
H -1.41936 -0.20792 4.84706 0.240
H -0.26136 -1.49344 4.49437 0.317
H -1.86135 -2.82731 2.17298 0.612
H -0.12348 -2.52576 2.17826 0.282
H -1.15093 -1.89838 0.86228 0.009
H 2.13215 1.05324 0.85292 0.926
H 3.41906 0.75785 2.03801 0.626
H 2.45356 2.22794 2.12785 0.245
H 1.78730 -1.51075 1.78729 0.260
H 1.32178 -1.69306 3.48270 0.326
H 2.92721 -1.10978 3.06519 0.664
H 1.42645 1.96459 4.34530 0.354
H 2.58795 0.66901 4.58866 0.543
H 0.88327 0.38871 4.93260 0.278
H -0.72505 2.11141 4.76366 0.255
H -2.36726 1.75442 4.22126 0.312
H -1.77820 3.41000 4.21377 0.521
H 0.90080 3.27418 3.03274 0.266
H -0.38556 4.30157 2.41443 0.678
H 0.47107 3.23224 1.30692 0.093
H -3.07031 2.06190 1.82747 0.282
H -1.87403 2.49859 0.59396 0.276
H -2.39363 3.68520 1.78742 0.598
```

Results
Expectation value of S²   3.771
HOMO energy (spin up / spin down)   -0.102 / -0.189 Ha
Energy above the lowest of the compared OMol25 structures with the same formula, charge and spin   0.0 kJ/mol
Gap between HOMO and LUMO (spin up / spin down)   5.21 / 7.58 eV
Charge   -1
Multiplicity   4

***

# 2
The following is a DFT calculation (wB97M-V/def2-TZVPD) of C31H46N2O6P2Yb as an isolated structure at a distorted geometry.

XYZ file:
```
88
Properties=species:S:1:pos:R:3:mulliken_charge:R:1
Yb 0.12786 -0.12309 0.75174 0.360
C -2.01717 1.30697 0.96901 0.294
C -2.28791 0.72546 -0.29847 0.845
C -2.15767 -0.98089 1.23295 0.450
C -1.95093 0.25078 1.92612 0.248
C -2.34374 -0.68573 -0.14344 0.513
C -1.81377 2.74643 1.27144 -1.572
H -1.79999 3.34710 0.35437 0.338
H -0.87226 2.92738 1.81656 0.299
H -2.62447 3.13551 1.90806 0.362
C -1.49109 0.36242 3.32201 -0.629
H -1.71069 1.35242 3.74818 0.516
H -0.39378 0.19638 3.40279 0.191
H -1.96289 -0.39301 3.96152 0.150
C -2.04562 -2.31585 1.85031 -0.725
H -2.49199 -2.33107 2.84965 0.262
H -0.98107 -2.59105 1.99116 0.021
H -2.51718 -3.09953 1.23869 0.483
C -2.66181 -1.68533 -1.19729 -1.531
H -3.67539 -2.09929 -1.06878 0.383
H -1.96699 -2.53732 -1.16826 0.297
H -2.61105 -1.24052 -2.19816 0.354
C -2.59564 1.47015 -1.54850 -1.985
H -3.68494 1.57835 -1.68138 0.347
H -2.21480 0.95251 -2.43956 0.329
H -2.16930 2.48056 -1.53519 0.337
C 4.76610 4.13211 -3.34929 -0.108
C 3.71239 4.90870 -3.63990 -0.764
C 3.22384 5.27207 -5.00937 -0.670
C 3.41333 4.20252 -6.11583 -1.055
C 3.00300 2.81527 -5.72490 -0.017
C 3.77470 1.87329 -5.16520 -0.684
C 5.20060 2.01545 -4.72317 -0.394
C 5.66049 3.44327 -4.33594 -1.030
H 3.71399 6.20175 -5.35109 0.332
H 4.44063 4.24086 -6.50061 0.351
H 2.14895 5.50962 -4.94113 0.322
H 5.82500 4.04077 -5.24205 0.324
H 5.09259 4.02502 -2.30585 0.445
H 3.20707 5.45132 -2.83089 0.771
H 6.64371 3.33075 -3.84961 0.427
H 5.36046 1.35259 -3.85504 0.258
H 3.38736 0.84911 -5.09319 0.494
H 5.87591 1.64217 -5.51327 0.412
H 2.75402 4.50322 -6.94638 0.395
H 1.96954 2.57034 -6.00295 0.383
P 1.62427 1.84318 -0.98680 1.178
P 1.19121 -1.14421 -1.86199 1.065
C 2.85524 1.11535 -2.15692 -0.194
C 2.87131 -0.42575 -2.18502 -1.271
H 3.85035 1.49549 -1.88014 0.589
H 2.63565 1.52086 -3.15822 -0.487
H 3.22341 -0.80218 -3.15854 0.515
H 3.54020 -0.82689 -1.40268 0.399
C 1.59967 -2.88997 -1.52461 -1.311
H 0.66712 -3.47318 -1.56163 0.380
H 2.02232 -2.96624 -0.51078 0.339
H 2.31392 -3.30145 -2.25091 0.440
C 0.53381 -1.22677 -3.57363 -1.502
H 1.28739 -1.59161 -4.28504 0.448
H 0.19667 -0.22759 -3.88896 0.348
H -0.32723 -1.90867 -3.57823 0.415
C 2.76907 2.54042 0.27040 -1.465
H 2.17784 3.03965 1.05412 0.419
H 3.46418 3.26329 -0.18008 0.348
H 3.34217 1.72224 0.73103 0.453
C 1.17165 3.36178 -1.89995 -0.899
H 0.42097 3.12097 -2.66720 0.364
H 2.03675 3.82474 -2.39280 -0.300
H 0.73397 4.08047 -1.19147 0.526
O 3.15786 -2.24610 2.63393 -0.684
C 1.95263 -2.12479 2.85297 -0.025
O 1.09524 -1.44252 2.13241 -0.484
C 1.39171 -2.84547 4.07217 0.352
C 2.15865 -3.80899 4.77115 -0.725
C 1.58621 -4.54566 5.85054 -0.229
C 0.27160 -4.33586 6.26733 -0.126
C -0.46975 -3.37450 5.57712 -0.874
C 0.08660 -2.63204 4.51925 0.966
N -1.85919 -3.18251 5.91733 0.933
O -2.32266 -3.84750 6.86868 -0.583
O -2.55453 -2.37255 5.26167 -0.587
N 2.33336 -5.55862 6.54246 0.977
O 3.51027 -5.78409 6.19848 -0.578
O 1.76086 -6.17498 7.46910 -0.574
H 3.18621 -4.01164 4.47973 0.591
H -0.16824 -4.91024 7.08290 0.613
H -0.53566 -1.89914 4.01457 0.110
```

Results
Expectation value of S²   0.751
HOMO energy (spin up / spin down)   -0.413 / -0.413 Ha
Energy above the lowest of the compared OMol25 structures with the same formula, charge and spin   0.0 kJ/mol
Gap between HOMO and LUMO (spin up / spin down)   7.83 / 7.50 eV
Charge   +1
Multiplicity   2

***

# 3
The following is a DFT calculation (wB97M-V/def2-TZVPD) of an isolated ion of composition C31H46NO3 and charge +1 at a distorted geometry.

XYZ file:
```
81
Properties=species:S:1:pos:R:3:mulliken_charge:R:1
C -3.29652 1.42159 3.20709 -0.707
C -2.00820 0.87740 3.18453 -0.516
C -1.05026 1.26202 2.06546 -0.118
C -0.04079 0.16518 1.72364 1.348
C 1.28358 0.32431 2.14787 0.702
C 1.71000 1.52916 2.94939 -1.725
C 1.97974 2.77843 2.07661 0.092
O 1.77306 3.88366 2.53260 -0.485
C 2.20045 -0.69102 1.78411 0.698
C 3.64365 -0.53858 2.24431 -1.480
C 3.82750 -1.15055 3.68245 -1.318
C 1.77430 -1.77271 1.06287 0.387
C 2.84064 -2.82333 0.69944 -1.982
O 3.67703 -2.28965 -0.33036 -0.405
C 3.20729 -2.70287 -1.57435 0.217
C 2.41656 -1.87946 -2.34829 -0.146
C 1.92946 -2.32335 -3.56030 -0.560
C 2.19389 -3.59789 -4.03587 -0.602
C 3.00752 -4.40414 -3.25087 -0.492
C 3.49976 -3.97122 -2.04141 -0.223
N 0.47919 -1.90654 0.67903 0.929
C 0.06487 -3.10770 -0.07165 -0.575
C -0.20319 -4.35673 0.85068 0.103
C -0.13984 -4.06376 2.35201 -1.274
O -1.43168 -4.96782 0.46203 -0.602
C -0.40821 -0.95156 0.98499 0.279
C -1.86408 -1.03692 0.54135 -1.316
C -1.97386 -0.22408 -0.80496 -0.912
C -3.25461 0.62213 -0.90399 -0.426
C -3.11432 1.53442 -2.16873 -0.877
C -3.92731 2.85092 -2.05780 -0.888
C -3.18110 4.09700 -2.58932 -0.737
C -1.75515 4.27762 -1.99954 0.074
C -1.35161 5.76504 -1.82660 -0.519
C -0.60666 6.29791 -3.07996 -1.219
H -3.58891 2.28828 3.81018 0.274
H -4.08386 1.01244 2.55403 0.266
H -1.70434 0.14619 3.94787 0.344
H -1.61352 1.50310 1.14847 -1.142
H -0.56941 2.18821 2.39041 0.748
H 2.60991 1.33626 3.54713 0.498
H 0.93510 1.81792 3.66956 0.501
H 2.36510 2.71420 1.03334 0.409
H 3.96872 0.50439 2.20743 0.646
H 4.32698 -1.09171 1.59316 0.490
H 4.33899 -2.12025 3.62911 0.427
H 2.85070 -1.28375 4.16221 0.313
H 4.48740 -0.49594 4.26184 0.385
H 2.40432 -3.78900 0.43192 0.411
H 3.44430 -2.94366 1.60608 0.505
H 2.14207 -0.87355 -2.02552 0.447
H 1.28682 -1.69451 -4.17786 0.394
H 1.80246 -3.98162 -4.97282 0.435
H 3.22509 -5.40552 -3.62212 0.375
H 4.11748 -4.64607 -1.44656 0.478
H 0.83464 -3.40984 -0.78621 -0.082
H -0.82933 -2.91339 -0.66464 0.512
H 0.58242 -5.10421 0.64230 0.635
H 0.91327 -3.90305 2.63114 0.216
H -0.71903 -3.17487 2.62856 0.173
H -0.45288 -4.95051 2.91432 0.497
H -1.20900 -5.63348 -0.19873 0.356
H -2.16817 -2.07954 0.39967 0.787
H -2.53450 -0.60234 1.28775 0.346
H -1.80251 -0.87205 -1.67466 0.528
H -1.13451 0.49232 -0.79489 0.398
H -4.15753 0.01897 -1.05654 0.317
H -3.35963 1.29154 -0.04013 0.260
H -2.05508 1.71656 -2.40051 0.467
H -3.52284 0.96985 -3.02080 0.463
H -4.28238 3.06358 -1.03979 0.380
H -4.81575 2.72930 -2.69565 0.392
H -3.76784 4.96823 -2.25135 0.392
H -3.19314 4.15388 -3.68686 0.302
H -1.03875 3.85351 -2.71866 0.265
H -1.72704 3.75666 -1.02919 -0.177
H -0.66867 5.84406 -0.96902 0.271
H -2.21184 6.42171 -1.64528 0.381
H -1.18250 6.05390 -3.98505 0.288
H -0.51410 7.38534 -2.98191 0.391
H 0.37023 5.81153 -3.19819 0.314
```

Results
SMILES   C=CCc1c(CC=O)c(CC)c(COc2ccccc2)[n+](C[C@@H](C)O)c1CCCCCCCCC
HOMO energy   -0.379 Ha
Gap between HOMO and LUMO   6.76 eV
Charge   +1
Multiplicity   1

***

- What is the multiplicity in the third record?
  1

***

- Which value of charge does entry 3 give?
  +1